[1]
The following is a DFT calculation (ωB97M-V/def2-TZVPD) of a structure of composition C50H38ClIN3OP2Sc.

```
97
Properties=species:S:1:pos:R:3:forces:R:3:mulliken_charge:R:1
Sc -0.633 0.473 -0.066 -0.1 0.4 -0.8 -1.859
C 1.105 2.498 1.895 0.0 -0.1 -0.1 -0.866
P -0.661 2.674 1.459 0.0 0.0 0.1 1.362
C -1.490 2.705 3.072 0.0 0.0 0.0 0.310
C -1.777 3.887 3.752 0.0 0.0 0.0 -0.528
C -2.357 3.841 5.010 0.0 0.0 0.0 -0.703
C -2.646 2.617 5.598 0.0 0.0 0.0 -0.616
C -2.358 1.437 4.928 0.0 0.0 0.0 -0.850
C -1.787 1.478 3.666 0.0 0.0 0.0 -0.204
C -0.950 4.283 0.683 0.0 0.0 0.0 0.234
C 0.073 4.993 0.060 0.0 0.0 0.0 -0.531
C -0.219 6.130 -0.681 0.0 0.0 0.0 -0.697
C -1.530 6.569 -0.801 0.0 0.0 0.0 -0.563
C -2.554 5.868 -0.177 0.0 0.0 0.0 -0.814
C -2.267 4.727 0.554 0.0 0.0 0.0 -0.434
C 1.281 1.071 2.328 0.0 0.0 0.0 0.033
C 2.026 0.607 3.382 0.0 0.1 0.0 -1.577
C 1.977 -0.805 3.311 0.0 -0.1 0.0 -1.138
C 1.206 -1.130 2.218 0.1 0.1 0.1 -0.165
C 1.019 -2.528 1.699 -0.2 0.1 -0.1 -1.151
P -0.763 -2.971 1.393 0.2 -0.3 -0.2 0.225
C -0.839 -4.732 1.905 0.0 0.1 0.0 0.442
C -1.852 -5.111 2.783 0.0 0.0 -0.1 -0.392
C -1.968 -6.428 3.209 0.0 0.0 0.0 -0.651
C -1.067 -7.381 2.758 0.0 0.0 0.0 -0.452
C -0.050 -7.014 1.886 0.0 0.0 0.0 -0.875
C 0.064 -5.700 1.463 0.0 0.0 0.0 -0.309
C -0.858 -3.051 -0.468 -0.1 0.3 0.1 1.044
C -0.100 -1.832 -1.063 0.1 -0.3 0.2 -1.705
C -0.363 -1.968 -3.137 0.1 0.0 -0.2 -0.740
C -1.396 -2.979 -3.609 0.0 0.0 0.1 -0.469
C -2.678 -3.813 -2.049 0.0 -0.1 0.1 -0.549
C -2.321 -2.888 -0.875 0.0 0.0 0.0 -1.684
N 0.734 0.020 1.608 -0.1 -0.1 -0.1 1.498
H 1.411 3.188 2.683 0.0 0.0 0.0 0.459
H 1.693 2.697 0.993 0.0 0.0 0.0 0.472
H -1.547 4.841 3.294 0.0 0.0 0.0 0.428
H -2.580 4.762 5.533 0.0 0.0 0.0 0.437
H -3.097 2.585 6.582 0.0 0.0 0.0 0.393
H -2.580 0.482 5.386 0.0 0.0 0.0 0.451
H -1.559 0.556 3.141 0.0 0.0 0.0 0.495
H 1.099 4.659 0.139 0.0 0.0 0.0 0.407
H 0.580 6.674 -1.167 0.0 0.0 0.0 0.437
H -1.754 7.455 -1.380 0.0 0.0 0.0 0.401
H -3.578 6.205 -0.268 0.0 0.0 0.0 0.416
H -3.068 4.168 1.025 0.0 0.0 0.0 0.453
H 2.554 1.213 4.102 0.0 0.0 0.0 0.496
H 2.471 -1.509 3.964 0.0 0.0 0.0 0.525
H 1.395 -3.221 2.453 0.0 0.0 0.0 0.609
H 1.623 -2.691 0.799 0.0 -0.1 0.0 0.581
H -2.553 -4.362 3.133 0.0 0.0 0.0 0.393
H -2.758 -6.708 3.893 0.0 0.0 0.0 0.392
H -1.153 -8.408 3.088 0.0 0.0 0.0 0.390
H 0.659 -7.756 1.539 0.0 0.0 0.0 0.409
H 0.870 -5.417 0.796 0.0 0.0 0.0 0.356
H 0.580 -1.218 -0.461 0.0 0.0 0.3 2.968
H 0.091 -1.348 -3.908 0.0 0.0 0.0 0.729
H -1.369 -3.194 -4.674 0.0 0.0 0.0 0.532
H -3.461 -4.555 -1.929 0.0 0.0 0.0 0.473
H -3.027 -2.859 -0.049 0.0 0.1 0.0 0.723
Cl 0.674 3.530 -6.436 0.0 0.0 0.0 -0.284
C 0.758 2.771 -4.872 0.1 0.0 0.0 0.669
C 1.911 2.148 -4.489 -0.1 0.1 -0.1 -0.385
C 2.002 1.539 -3.226 0.0 -0.2 0.3 0.308
I 3.740 0.549 -2.630 -0.1 0.1 -0.1 -0.058
C 0.950 1.550 -2.329 0.1 0.2 -0.2 -0.361
O 0.994 1.047 -1.128 0.0 -0.1 0.0 -0.230
C -0.266 2.171 -2.762 0.1 0.0 -0.1 0.151
N -1.296 2.088 -1.880 0.1 -0.1 0.1 1.279
C -2.441 2.635 -2.214 0.0 -0.1 0.2 -0.205
C -2.638 3.314 -3.427 0.0 0.1 -0.1 -1.418
C -1.615 3.393 -4.331 0.0 0.0 0.1 -1.245
C -0.374 2.798 -4.020 -0.1 0.0 0.1 0.372
H 2.759 2.126 -5.160 0.0 0.0 0.0 0.457
H -3.256 2.523 -1.507 0.0 0.0 0.0 0.282
H -3.604 3.753 -3.635 0.0 0.0 0.0 0.534
H -1.743 3.895 -5.281 0.0 0.0 0.0 0.474
C -0.194 -3.924 -1.621 -0.1 -0.1 0.0 -0.222
C -1.309 -4.211 -2.645 0.0 0.0 0.0 -0.688
C -2.758 -2.584 -3.001 0.0 0.0 0.0 -0.891
C -2.400 -1.640 -1.825 -0.1 -0.1 0.0 0.145
N -1.003 -1.143 -2.027 -0.2 -0.1 0.4 -0.179
C 0.573 -2.676 -2.134 0.0 0.1 -0.1 -1.414
C -3.354 -0.615 -1.278 0.0 0.1 -0.1 1.762
C -4.667 -0.529 -1.718 0.0 0.0 0.0 -0.811
C -5.567 0.307 -1.063 0.0 0.0 0.0 -1.030
C -5.150 1.031 0.042 0.0 0.0 0.0 -0.863
C -3.822 0.944 0.459 0.1 0.0 0.0 0.038
C -2.880 0.140 -0.187 0.1 0.0 0.1 0.760
H 0.402 -4.786 -1.332 0.0 0.0 0.0 0.595
H -1.244 -5.185 -3.126 0.0 0.0 0.0 0.526
H -3.593 -2.350 -3.654 0.0 0.0 0.0 0.647
H 1.646 -2.697 -2.292 0.0 0.0 0.0 0.308
H -5.015 -1.114 -2.562 0.0 0.0 0.0 0.361
H -6.592 0.375 -1.407 0.0 0.0 0.0 0.388
H -5.852 1.661 0.576 0.0 0.0 0.0 0.445
H -3.523 1.533 1.324 0.0 0.0 0.0 0.332
```
Positions in Å, forces in eV/Å.

Summary:
**ΔE to the lowest compared entry with this formula, charge and spin**: 351.1 kJ/mol
**Highest occupied orbital energy**: -0.2596 Eh
**HOMO-LUMO gap**: 7.004 eV

[2]
The following is a DFT calculation (ωB97M-V/def2-TZVPD) of a cluster of 8 separate species, C50H38NO14 in total in a non-equilibrium geometry.

```
103
Properties=species:S:1:pos:R:3:forces:R:3:mulliken_charge:R:1
C -6.038 -5.025 -0.641 0.0 0.7 1.1 -0.654
C -4.974 -4.474 0.488 1.5 0.4 1.6 0.491
C -5.055 -5.143 1.985 3.4 3.8 -0.9 -0.410
C -3.999 -4.527 3.123 0.1 1.2 -3.2 -0.400
C -2.901 -3.344 2.790 -3.5 -2.1 -3.0 -0.641
C -2.895 -2.740 1.261 -1.9 -1.3 -0.1 0.520
C -1.859 -1.524 0.884 1.3 -0.3 0.6 -0.111
N -0.438 -1.805 1.317 -1.4 -0.2 -0.1 -0.826
C -3.907 -3.281 0.061 -0.3 -2.0 4.9 -0.620
H -7.024 -5.333 -0.055 2.1 0.9 -1.5 0.023
H -5.679 -5.988 -1.206 -0.4 2.0 1.0 0.244
H -6.236 -4.106 -1.374 0.3 -2.3 1.4 0.244
H -5.801 -6.007 2.284 1.7 2.1 -0.9 0.213
H -4.087 -4.989 4.206 0.3 1.1 -2.4 0.212
H -2.162 -2.952 3.608 -1.5 -0.8 -2.0 0.404
H -1.832 -1.291 -0.268 -1.0 -0.5 1.7 0.042
H -2.191 -0.534 1.461 0.4 -2.0 -1.2 0.108
H -0.169 -2.767 1.015 -0.6 0.7 0.0 0.103
H -3.861 -2.829 -1.038 -0.1 -1.1 2.7 0.222
C -7.576 0.402 4.845 -0.5 0.0 -0.3 -0.402
C -8.288 -0.195 3.884 0.0 0.4 0.3 -0.326
C -7.795 -1.411 3.208 -0.1 -0.4 -0.5 0.183
O -8.445 -1.956 2.327 0.2 0.4 0.4 -0.601
C -6.486 -1.943 3.636 0.3 0.0 0.2 0.052
C -5.774 -1.347 4.598 -0.1 -0.2 -0.2 -0.200
C -6.267 -0.130 5.273 0.7 0.2 0.5 0.236
O -5.617 0.415 6.155 -0.5 -0.2 -0.5 -0.577
H -7.923 1.295 5.350 0.0 0.0 0.0 0.403
H -9.250 0.183 3.559 0.0 0.0 0.0 0.429
H -6.139 -2.836 3.131 0.1 0.0 -0.1 0.334
H -4.812 -1.724 4.923 0.0 0.0 -0.1 0.443
C -6.352 0.126 -1.098 -0.3 0.1 0.4 -0.231
C -6.808 0.976 -0.172 0.0 -0.4 -0.3 -0.332
C -6.107 2.242 0.117 -0.2 0.5 0.6 0.385
O -6.522 3.019 0.966 0.2 -0.4 -0.5 -0.596
C -4.885 2.535 -0.658 0.3 -0.1 -0.3 -0.337
C -4.429 1.686 -1.584 0.1 0.4 0.2 -0.376
C -5.130 0.419 -1.873 0.4 -0.7 -0.6 0.371
O -4.715 -0.358 -2.722 -0.4 0.6 0.5 -0.585
H -6.854 -0.807 -1.322 0.1 0.0 0.0 0.409
H -7.703 0.776 0.404 0.0 0.0 0.0 0.441
H -4.383 3.469 -0.435 0.0 0.0 0.0 0.407
H -3.534 1.886 -2.161 0.0 -0.1 0.0 0.431
C 1.976 1.738 -2.090 0.4 0.2 -0.1 -0.380
C 3.298 1.827 -2.262 -0.3 0.2 -0.1 -0.417
C 4.220 0.867 -1.624 0.3 -0.3 0.1 0.242
O 5.431 0.949 -1.780 -0.2 0.2 0.0 -0.616
C 3.625 -0.196 -0.791 -0.2 0.1 -0.1 -0.427
C 2.302 -0.285 -0.619 0.4 -0.3 0.2 -0.278
C 1.380 0.675 -1.256 -1.1 -0.2 0.3 0.022
O 0.169 0.593 -1.101 0.9 0.3 -0.4 -0.457
H 1.285 2.435 -2.550 0.0 0.0 0.0 0.458
H 3.750 2.601 -2.871 0.0 -0.2 0.0 0.780
H 4.315 -0.893 -0.331 0.0 0.0 0.0 0.427
H 1.850 -1.059 -0.010 -0.4 0.0 0.2 0.581
C 4.981 5.038 -2.171 0.1 0.2 0.4 -0.029
C 5.330 6.155 -1.525 -0.2 -0.4 0.0 -0.553
C 5.701 7.381 -2.260 0.2 0.6 0.5 0.365
O 6.024 8.402 -1.670 -0.2 -0.6 -0.4 -0.588
C 5.670 7.325 -3.735 -0.1 -0.2 -0.4 -0.496
C 5.320 6.208 -4.381 0.2 0.5 0.0 -0.498
C 4.949 4.983 -3.646 -0.2 -0.7 -0.3 0.869
O 4.627 3.961 -4.236 0.2 0.8 0.2 -0.627
H 4.706 4.131 -1.648 0.1 0.1 0.0 0.267
H 5.358 6.212 -0.444 0.0 0.0 -0.1 0.360
H 5.944 8.232 -4.258 0.0 0.0 0.0 0.425
H 5.292 6.151 -5.462 0.0 0.0 0.0 0.441
C -11.503 -6.772 1.872 0.4 0.1 0.2 -0.360
C -10.187 -6.604 2.034 -0.5 0.1 0.2 -0.372
C -9.223 -7.086 1.026 1.0 0.2 0.2 0.377
O -8.019 -6.935 1.174 -1.0 -0.3 0.0 -0.476
C -9.770 -7.760 -0.169 -0.4 -0.2 -0.3 -0.238
C -11.086 -7.928 -0.331 0.5 0.0 -0.1 -0.389
C -12.050 -7.446 0.678 -0.8 -0.1 -0.1 0.352
O -13.254 -7.598 0.529 0.7 0.1 0.1 -0.570
H -12.224 -6.425 2.603 0.0 0.0 0.0 0.399
H -9.771 -6.111 2.905 0.0 0.0 -0.1 0.441
H -9.049 -8.107 -0.899 0.0 0.0 0.0 0.438
H -11.502 -8.421 -1.201 0.0 0.0 0.0 0.390
C 9.893 4.170 -2.587 -0.4 -0.2 0.1 -0.420
C 8.886 4.098 -1.711 0.2 -0.1 -0.3 -0.436
C 8.722 5.110 -0.648 -0.6 -0.2 0.5 0.450
O 7.802 5.044 0.155 0.6 0.1 -0.4 -0.630
C 9.712 6.204 -0.592 0.4 0.3 -0.1 -0.475
C 10.719 6.276 -1.468 -0.2 0.2 0.4 -0.403
C 10.883 5.264 -2.531 0.7 -0.1 -0.7 0.503
O 11.803 5.330 -3.334 -0.6 0.0 0.5 -0.587
H 10.029 3.436 -3.372 0.0 0.1 0.1 0.395
H 8.152 3.303 -1.740 0.0 0.0 0.0 0.700
H 9.576 6.938 0.193 0.0 0.0 0.0 0.461
H 11.453 7.071 -1.439 0.0 0.0 0.0 0.448
C 11.556 1.678 0.289 0.0 -0.1 0.5 -0.206
C 11.395 0.927 1.383 0.1 0.5 -0.2 -0.364
C 11.110 -0.518 1.284 -0.2 -0.6 0.8 0.356
O 10.959 -1.206 2.285 0.1 0.5 -0.7 -0.555
C 11.012 -1.101 -0.068 0.0 0.1 -0.5 -0.385
C 11.174 -0.351 -1.162 -0.1 -0.4 0.2 -0.396
C 11.459 1.095 -1.064 0.1 0.4 -0.7 0.442
O 11.609 1.782 -2.065 -0.1 -0.4 0.6 -0.561
H 11.765 2.739 0.343 0.0 0.0 0.0 0.442
H 11.464 1.340 2.382 0.0 0.0 0.0 0.406
H 10.803 -2.163 -0.123 0.0 0.0 0.0 0.410
H 11.105 -0.763 -2.161 0.0 0.1 0.0 0.421
```
Positions in Å, forces in eV/Å.

Summary:
**Charge**: -1
**Highest occupied orbital energy**: -0.0803 Eh
**HOMO-LUMO gap**: 1.566 eV